Molecular formula: C3H4FN3
Method: DFT, ωB97M-V/def2-TZVPD

Geometry as ORCA input:
```
! RIJCOSX wB97M-V def2-TZVPD def2/J DEFGRID3
* xyz 0 1
C -0.54 -0.98 -0.92
N -0.13 0.02 0.01
C -0.19 0.04 1.36
N 0.57 0.99 1.82
N 1.21 1.60 0.81
C 0.76 1.11 -0.30
F 0.96 1.47 -1.56
H -0.17 -1.85 -0.50
H -1.67 -1.08 -0.89
H -0.04 -0.85 -1.91
H -0.76 -0.46 2.09
*
```

Values from the calculation:
frontier orbital gap: 10.4200 eV
relative energy (zero: lowest compared OMol25 entry of this formula, charge and spin): 1.6371 eV
SMILES: Cn1cnnc1F
E_tot: -380.79956 Ha
F_max: 3.55 eV/A

These are the Mulliken partial charges, in e, on atoms 1 to 2: -0.85 0.07